{"formula": "C20H21F5N4OPdSSi", "method": "the ωB97M-V functional and the def2-TZVPD basis", "elements": ["Pd", "F", "C", "C", "F", "C", "F", "C", "S", "C", "F", "C", "F", "C", "Si", "C", "C", "N", "C", "C", "C", "C", "C", "C", "H", "H", "H", "H", "H", "H", "H", "H", "H", "H", "H", "H", "H", "H", "C", "N", "C", "C", "C", "N", "C", "O", "N", "H", "H", "H", "H", "H", "H", "H"], "coordinates": [[-0.3929, -0.7986, -0.1585], [0.6323, 5.5599, -0.5849], [0.2660, 4.3303, -0.2619], [1.2104, 3.4020, -0.0449], [2.4617, 3.7562, -0.1709], [1.0161, 1.9397, 0.3235], [2.1727, 1.3124, -0.0569], [-1.3408, 1.6656, -0.2262], [-2.3180, 0.3124, -0.0333], [-1.8360, 2.9548, -0.0248], [-3.1319, 3.0288, 0.2668], [-1.1448, 4.1364, -0.1143], [-1.8388, 5.2314, -0.0159], [1.8289, 0.1874, -2.6749], [0.3079, 1.2169, -2.4694], [-1.2033, 0.4212, -3.2002], [0.4688, 2.9364, -3.1437], [-0.0245, 1.3071, -0.5508], [0.7678, 1.6702, 1.7900], [1.1013, 0.4050, 2.2755], [0.8594, 0.0936, 3.6023], [0.2887, 1.0362, 4.4495], [-0.0209, 2.2994, 3.9727], [0.2237, 2.6208, 2.6442], [1.9444, 0.0232, -3.7513], [1.7656, -0.7942, -2.2021], [2.7265, 0.6885, -2.3180], [-1.0435, 0.4542, -4.2834], [-2.1254, 0.9692, -3.0044], [-1.3433, -0.6250, -2.9302], [0.5355, 2.8177, -4.2301], [1.3704, 3.4634, -2.8296], [-0.4028, 3.5644, -2.9530], [1.6062, -0.3138, 1.6401], [1.1426, -0.8774, 3.9857], [0.1099, 0.7931, 5.4881], [-0.4371, 3.0456, 4.6354], [0.0113, 3.6248, 2.3024], [2.0886, -4.8825, 0.4565], [0.6727, -4.4860, 0.3813], [-0.3556, -5.3695, 0.5249], [-1.6494, -4.9865, 0.4353], [-1.9374, -3.6141, 0.1845], [-0.9121, -2.7603, 0.0882], [0.3790, -3.1820, 0.1575], [1.2530, -2.2898, 0.0095], [-3.1822, -3.1811, 0.0494], [2.1374, -5.9577, 0.5973], [2.5664, -4.3776, 1.2922], [2.5921, -4.6077, -0.4666], [-0.0722, -6.3969, 0.7063], [-2.4469, -5.7058, 0.5397], [-3.9527, -3.8260, 0.1187], [-3.3947, -2.2356, -0.2177]], "forces_ev_per_a": [[-0.2, -0.4, 0.1], [0.0, 0.0, 0.0], [0.2, 0.1, 0.0], [0.0, 0.1, 0.0], [0.0, 0.0, 0.0], [0.2, -0.2, 0.1], [-0.1, 0.0, 0.0], [-0.4, -0.2, 0.1], [0.0, 0.3, -0.2], [0.0, 0.2, 0.0], [0.0, 0.0, 0.0], [-0.2, -0.1, 0.0], [0.0, 0.0, 0.0], [0.0, 0.0, -0.1], [0.0, -0.1, -0.2], [0.0, 0.1, 0.0], [0.1, 0.0, 0.1], [0.2, -0.2, 0.0], [0.0, 0.1, 0.0], [0.0, 0.0, 0.0], [0.0, 0.0, 0.0], [0.0, 0.0, 0.0], [0.0, 0.0, 0.0], [0.0, 0.0, 0.0], [0.0, 0.0, 0.0], [0.0, 0.0, 0.0], [0.0, 0.0, 0.0], [0.0, 0.0, 0.0], [0.0, 0.0, 0.0], [0.0, 0.0, 0.0], [0.0, 0.0, 0.0], [0.0, 0.0, 0.0], [0.0, 0.0, 0.0], [0.0, 0.0, 0.0], [0.0, 0.0, 0.0], [0.0, 0.0, 0.0], [0.0, 0.0, 0.0], [0.0, 0.0, 0.0], [0.0, 0.0, 0.0], [0.0, 0.1, 0.0], [-0.1, 0.1, 0.0], [0.0, 0.0, 0.0], [0.1, 0.0, 0.0], [0.2, 0.1, 0.0], [0.2, 0.3, 0.0], [-0.3, -0.1, -0.1], [-0.1, 0.0, 0.0], [0.0, 0.0, 0.0], [0.0, 0.0, 0.0], [0.0, 0.0, 0.0], [0.0, 0.0, 0.0], [0.0, 0.0, 0.0], [0.0, 0.0, 0.0], [0.0, 0.0, 0.0]], "orbital_gap_ha": 0.248, "e_tot_ev": -64855.080, "multiplicity": 1, "lumo_ev": -8.224, "total_charge": 2, "homo_ev": -14.97, "e_above_lowest_kj_mol": 0.00}

---

{"formula": "C12H39Ag2BF4N9O7", "method": "the ωB97M-V functional and the def2-TZVPD basis", "elements": ["Ag", "Ag", "B", "F", "F", "F", "F", "C", "C", "C", "O", "C", "N", "H", "H", "H", "H", "H", "H", "H", "H", "H", "H", "H", "C", "C", "O", "H", "H", "H", "H", "H", "H", "C", "C", "O", "H", "H", "H", "H", "H", "H", "C", "O", "N", "N", "H", "H", "H", "H", "C", "O", "N", "N", "H", "H", "H", "H", "C", "O", "N", "N", "H", "H", "H", "H", "C", "O", "N", "N", "H", "H", "H", "H"], "coordinates": [[2.9234, -2.0069, -1.3700], [2.0781, 0.6783, -3.7540], [0.4947, -0.4902, -1.1463], [1.0127, -1.0380, 0.0236], [0.9541, -1.2097, -2.2750], [-0.8491, -0.6752, -1.0186], [0.8403, 0.8550, -1.3260], [4.1942, -2.4069, 3.7855], [2.8882, -3.2164, 3.6657], [1.6242, -2.3763, 3.2113], [0.4934, -3.2249, 3.2969], [-0.6224, -2.5495, 2.7446], [3.1377, -4.3131, 2.6830], [4.8883, -2.9404, 4.4348], [4.0922, -1.4015, 4.1941], [4.7225, -2.2768, 2.8410], [2.6640, -3.6552, 4.6379], [1.8561, -2.0783, 2.1888], [1.4580, -1.4818, 3.8116], [-1.1857, -3.3582, 2.2790], [-0.3666, -1.9951, 1.8417], [-1.1368, -1.9208, 3.4715], [3.7470, -4.9837, 3.1291], [2.2670, -4.8000, 2.8405], [-4.2977, -1.3854, -0.3990], [-3.8568, -1.9748, 0.9357], [-4.0907, -3.3671, 0.9267], [-5.2390, -1.7268, -0.8296], [-3.5270, -1.5201, -1.1580], [-4.3612, -0.3013, -0.3048], [-4.3879, -1.6404, 1.8269], [-2.7991, -1.7798, 1.1130], [-5.0463, -3.4415, 0.8718], [0.5935, 5.2950, 0.9826], [0.0237, 3.9973, 0.4165], [0.6607, 3.5725, -0.7494], [1.5221, 4.9967, 1.4691], [-0.1388, 5.6454, 1.7101], [0.6159, 6.1470, 0.3032], [-1.0441, 4.1301, 0.2429], [0.0951, 3.2569, 1.2133], [0.3269, 2.7195, -1.0365], [-0.5978, 2.6858, -3.7474], [0.6480, 2.5464, -3.7331], [-1.2263, 3.5502, -3.0389], [-1.2898, 2.3818, -4.7699], [-2.2288, 3.6398, -2.9549], [-0.6015, 4.0583, -2.4294], [-0.9333, 1.6372, -5.3517], [-2.2545, 2.6625, -4.6663], [3.7906, 1.4007, 1.3192], [3.9346, 1.8747, 2.4288], [4.6640, 0.5720, 0.7943], [2.8973, 1.6864, 0.3897], [4.5815, 0.4412, -0.2038], [5.4525, 0.2782, 1.3530], [2.8718, 1.1759, -0.4814], [2.3103, 2.4947, 0.5383], [-2.8466, -1.2051, -4.5438], [-3.6784, -1.1972, -3.6793], [-3.0339, -1.2112, -5.7685], [-1.5772, -1.3212, -4.2707], [-4.0218, -1.1052, -5.9502], [-2.3551, -1.3559, -6.5023], [-0.8724, -1.3344, -4.9940], [-1.1947, -1.2203, -3.3414], [-1.4014, 1.1084, 1.9235], [-1.9428, 1.5824, 2.8626], [-0.1715, 0.6344, 1.9117], [-2.0132, 1.1099, 0.7157], [0.2900, 0.4547, 2.7919], [0.1568, 0.1809, 1.0711], [-2.9685, 1.4337, 0.6623], [-1.6129, 0.6027, -0.0606]], "forces_ev_per_a": [[0.8, 0.0, -0.1], [-0.1, 0.1, 0.5], [-0.5, -0.1, 0.2], [1.4, -0.2, 0.0], [-0.3, -0.1, -0.6], [-1.2, 0.1, -0.8], [-0.1, -0.3, 0.0], [-0.1, 0.2, 0.2], [0.4, 1.2, -0.3], [1.8, -1.5, 0.5], [0.7, 0.8, -0.3], [-0.1, -1.2, -1.1], [-1.3, 0.3, 0.8], [0.0, -0.1, 0.1], [-0.3, 0.0, 0.2], [-0.3, -0.2, -0.3], [-0.2, 0.1, 0.2], [-0.3, 0.1, -0.3], [0.3, 0.1, 0.3], [-0.9, 0.1, 0.7], [0.4, 0.5, 0.3], [-0.2, -0.1, -0.1], [0.8, 0.1, 0.1], [-0.7, -0.6, -1.0], [0.7, 1.1, 0.1], [-0.6, -0.2, -0.1], [0.4, -0.9, 0.0], [-0.1, -0.3, 0.4], [-0.1, -0.3, 0.0], [-0.2, 0.2, 0.0], [-0.1, 0.9, -0.2], [0.0, -0.2, -0.1], [0.0, -0.3, 0.0], [-0.6, -0.6, 0.0], [-1.0, 0.6, 0.9], [0.8, 0.4, -0.8], [0.2, 0.9, -0.1], [0.2, -0.3, 0.5], [0.7, -0.3, -0.4], [-0.3, 0.0, -0.2], [0.1, -0.2, 0.0], [0.0, -0.3, 0.2], [4.0, 1.3, -1.1], [0.3, -1.1, 0.9], [-0.7, 2.8, 4.4], [-2.6, -2.9, -3.8], [0.4, 0.0, 0.0], [-0.4, 0.2, 0.7], [-0.7, 0.1, -0.2], [0.0, -0.8, -1.1], [0.8, 1.1, 0.9], [-0.8, 0.4, 0.7], [2.4, -2.7, -0.8], [-2.5, 1.6, -0.6], [0.9, -0.4, 0.4], [-0.1, 0.0, -0.4], [-0.3, 0.5, 0.3], [-0.2, -0.3, -0.4], [1.5, -0.8, 5.5], [-2.3, 0.6, 1.4], [-3.7, 0.5, -8.2], [5.4, 0.0, 1.7], [0.2, -0.2, -1.0], [-0.4, 0.1, 0.3], [-0.2, 0.0, 0.2], [-0.5, -0.2, 0.0], [-0.7, 0.2, -1.7], [-1.5, 1.3, 3.4], [2.2, -0.9, -0.2], [-0.4, 0.0, -1.6], [-0.1, 0.1, -0.3], [0.2, 0.1, 0.8], [0.4, -0.2, 0.2], [-0.5, 0.1, 0.2]], "orbital_gap_ha": [0.193, 0.265], "e_tot_ev": -60369.124, "multiplicity": 2, "lumo_ev": [-1.686, -2.080], "homo_ev": [-6.93, -9.30]}